{
  "formula": "C40H92O30P4",
  "method": "ωB97M-V/def2-TZVPD",
  "homo_lumo_gap_ev": 10.389,
  "e_tot_ha": -5202.37577,
  "relative_energy_kj_mol": 0.00,
  "smiles": "COP(=O)(OC)OC.COP(=O)(OC)OC.COP(=O)(OC)OC.COP(=O)(OC)OC.CCOC(C)=O.CCOC(C)=O.CCOC(C)=O.CCOC(C)=O.CCOC(C)=O.CCOC(C)=O.CCOC(C)=O",
  "fmax_ev_per_a": 2.5,
  "species": ["P", "P", "P", "P", "O", "O", "O", "O", "O", "O", "O", "O", "O", "O", "O", "O", "O", "O", "O", "O", "O", "O", "O", "O", "O", "O", "O", "O", "O", "O", "O", "O", "O", "O", "C", "C", "C", "C", "C", "C", "C", "C", "C", "C", "C", "C", "C", "C", "C", "C", "C", "C", "C", "C", "C", "C", "C", "C", "C", "C", "C", "C", "C", "C", "C", "C", "C", "C", "C", "C", "C", "C", "C", "C", "H", "H", "H", "H", "H", "H", "H", "H", "H", "H", "H", "H", "H", "H", "H", "H", "H", "H", "H", "H", "H", "H", "H", "H", "H", "H", "H", "H", "H", "H", "H", "H", "H", "H", "H", "H", "H", "H", "H", "H", "H", "H", "H", "H", "H", "H", "H", "H", "H", "H", "H", "H", "H", "H", "H", "H", "H", "H", "H", "H", "H", "H", "H", "H", "H", "H", "H", "H", "H", "H", "H", "H", "H", "H", "H", "H", "H", "H", "H", "H", "H", "H", "H", "H", "H", "H", "H", "H", "H", "H", "H", "H"],
  "xyz": [[1.174517, 2.908324, -1.487996], [13.106459, 5.572960, -5.173490], [6.466463, 3.763072, 2.517709], [7.454167, 3.805082, -3.609981], [12.773488, 4.585822, -3.990046], [0.379088, 4.176947, -0.984110], [7.526866, 3.203054, -2.136905], [9.885825, 9.591767, -7.819794], [9.525905, 7.223165, -1.040948], [13.699567, 6.818760, -4.410817], [8.533794, 4.940839, -3.614435], [4.257008, -0.281314, -2.792884], [12.029707, 5.915833, -6.093643], [5.162100, 3.243289, 3.237300], [7.697137, 2.769012, -4.615894], [4.032743, 2.785776, -7.951079], [5.077528, 4.144496, -9.406438], [11.379165, 4.486564, 0.003410], [12.382798, 0.234681, -4.507038], [2.017034, 2.479718, -0.223587], [6.054140, 3.838393, 1.007625], [6.086888, 4.576816, -3.585112], [7.026088, 4.988455, 3.068691], [7.419077, 2.487187, 2.620425], [14.323271, 4.889380, -5.913607], [3.126016, -1.486801, -1.278898], [0.056851, 1.806448, -1.541179], [6.313555, 9.352398, -3.240196], [10.498658, 9.146859, -0.436878], [8.811539, 9.927080, -5.877913], [13.147037, -1.375042, -3.132091], [13.152395, 3.792526, 1.186372], [5.400349, 11.214592, -4.051327], [2.014015, 3.089286, -2.658189], [12.016246, 4.760430, 3.118741], [15.336051, 4.143830, -5.245855], [13.300034, -0.325669, -3.691051], [14.015356, 7.970713, -5.193831], [1.948411, -0.587938, -3.152056], [6.211425, 3.506081, -7.378458], [11.545975, 7.747479, -2.071755], [8.445301, 7.452721, -0.114822], [3.143019, -0.804394, -2.262274], [9.018643, 9.251480, -6.853386], [11.251352, -0.564637, -4.852930], [4.874922, 3.820252, -3.395372], [7.629898, 11.342202, -3.219999], [1.645818, 2.531506, -7.984379], [11.815352, 10.785580, -7.107943], [5.067822, 3.534701, -8.372947], [5.408226, 2.739199, 0.361770], [8.737134, 2.535785, -1.772983], [12.558726, 2.535293, -0.711284], [7.486167, 6.317935, -0.374690], [6.346643, 10.645108, -3.575325], [2.906263, 2.696812, -8.824409], [6.614339, -0.386716, -3.121740], [5.480031, -0.483799, -2.111385], [13.046738, 4.970578, 2.018293], [10.461687, 10.899262, -7.736458], [12.259001, 3.687701, 0.200589], [1.490250, 1.792713, 0.908613], [10.516978, 8.110438, -1.047960], [10.070481, -0.315654, -3.929414], [8.435602, 7.879918, -7.102401], [5.205209, 2.927148, 4.639179], [4.071288, 8.919411, -2.358987], [-0.944074, 1.903756, -2.544671], [8.687927, 2.574946, 1.997035], [5.061937, 8.687587, -3.466655], [8.453518, 6.246515, -4.235929], [14.423801, 0.655122, -3.443544], [1.055213, 5.432909, -0.867377], [11.477072, 4.042702, -3.841773], [1.724523, 1.633849, -7.372287], [10.982097, 4.395290, -2.927422], [11.708358, 10.474555, -6.061653], [5.852773, 3.900606, -6.428810], [8.472797, 1.513482, -1.509771], [14.678443, 8.582676, -4.582756], [9.307378, -1.057884, -4.160817], [8.318587, 6.995948, -3.459481], [6.128527, 1.969704, 0.095649], [2.986393, 1.882681, -9.546424], [6.542056, 0.584062, -3.628495], [12.327588, 4.007734, 3.837395], [10.744908, 4.447192, -4.545767], [10.528854, 11.249015, -8.764727], [15.860902, 3.555883, -5.991809], [9.486637, 2.307029, 2.697893], [-1.650106, 1.071204, -2.481745], [4.195171, 9.930072, -1.955278], [0.406315, 1.680036, 0.852397], [13.128905, 8.566127, -5.406436], [0.411440, 6.087255, -0.289539], [1.462907, 3.419639, -7.382494], [11.756471, 5.694880, 3.616913], [14.867648, 3.459847, -4.534643], [4.113418, 4.463271, -2.971816], [9.517534, 2.607890, -2.528500], [10.413540, -0.371944, -2.895603], [9.814647, 11.560509, -7.166938], [5.038628, 2.904974, -2.829811], [1.195577, 5.896674, -1.847776], [12.429216, 11.679652, -7.163027], [6.192080, 3.121945, 5.058555], [5.523509, -1.487757, -1.682001], [0.793278, 2.430219, -8.658995], [7.250891, 6.246102, -1.437153], [12.334495, 9.914318, -7.519937], [13.445472, 2.805229, -1.285827], [8.274831, 10.708620, -2.617322], [7.253197, 12.125769, -2.551239], [8.830892, 7.455472, 0.903156], [14.536512, 7.692229, -6.109240], [6.585460, 6.261784, 0.231015], [-0.503078, 1.829148, -3.540300], [12.808009, 1.635712, -0.142371], [4.957051, 3.101276, -0.560441], [7.995662, 8.420669, -0.343298], [1.508641, 0.404264, -3.154866], [14.014118, 5.017053, 2.516249], [6.912284, 4.256401, -7.734707], [7.586245, -0.309078, -2.628655], [4.645456, 9.097756, -4.390332], [9.630289, 0.675673, -4.066791], [4.568826, 2.416279, 0.975752], [12.321880, 8.498562, -2.161323], [4.996865, 1.867894, 4.791183], [2.804216, 3.612910, -9.405737], [11.068201, 4.448260, 2.667088], [11.388930, 2.958125, -3.873023], [3.029552, 8.883419, -2.682961], [1.192261, -1.323119, -2.870483], [10.987592, -0.420419, -5.900226], [7.599273, 6.263670, -4.906721], [4.163161, 8.261347, -1.492750], [2.119023, -0.870393, -4.194781], [14.405168, 1.343829, -4.286017], [12.850819, 5.835726, 1.394243], [8.735571, 1.873793, 1.166750], [11.747599, 2.242045, -1.370176], [9.156095, 3.046663, -0.901567], [9.370914, 6.397961, -4.798851], [-1.580706, 2.783570, -2.437285], [11.093144, 7.611334, -3.059585], [14.239365, 1.237661, -2.546903], [6.584430, 2.489457, -7.339884], [2.045400, 5.304066, -0.428570], [1.787414, 2.291656, 1.824924], [11.961811, 6.752887, -1.882352], [8.070681, 11.839027, -4.072989], [9.229601, 7.147952, -7.190957], [8.001072, 5.382666, -0.123941], [11.509163, -1.624350, -4.791007], [8.955576, 3.596665, 1.710610], [7.714165, 7.765065, -6.301455], [7.808448, 7.961643, -7.994567], [5.663443, 0.224086, -1.302539], [16.042109, 4.740107, -4.665118], [4.484568, 3.476842, -4.359255], [6.616576, -1.216152, -3.821565], [1.851220, 0.760288, 0.910687], [15.369375, 0.123575, -3.390866], [4.447651, 3.516300, 5.147889], [5.275320, 7.637239, -3.623289]],
  "forces_ev_per_angstrom": [[0.33, 0.04, 1.27], [-0.14, -0.07, -0.29], [0.00, -0.29, 0.41], [0.56, -0.27, 0.26], [0.27, -0.21, 0.17], [-0.43, 0.19, -0.23], [0.06, 0.33, -0.12], [-0.47, 0.06, -0.20], [0.03, -0.38, 0.31], [0.16, -0.09, 0.44], [0.11, 0.51, 0.18], [-0.20, 0.61, -0.05], [-0.34, -0.02, -0.20], [-0.18, -0.36, 0.07], [-0.30, -0.05, -0.30], [-0.10, -0.29, -0.15], [-0.12, 0.08, -0.31], [-0.32, 0.12, 0.12], [0.14, 0.00, -0.58], [0.34, -0.26, -0.15], [-0.10, 0.36, -0.19], [-0.18, -0.03, 0.02], [0.27, 0.32, -0.22], [-0.25, -0.06, 0.19], [0.32, 0.13, -0.16], [0.01, 0.03, 0.74], [-0.44, -0.14, 0.03], [0.30, -0.73, 0.39], [0.14, 0.02, 0.54], [-0.25, 0.14, -0.02], [0.21, -0.39, -0.18], [0.08, -0.08, 0.03], [-0.26, 0.19, -0.27], [0.24, 0.19, -0.66], [-0.90, 0.16, -0.73], [-0.19, -0.58, 0.56], [-0.44, 0.78, 0.93], [0.36, 0.48, 0.22], [-0.80, -0.85, -0.52], [-0.88, 0.93, -0.69], [0.27, -0.75, -0.48], [-0.51, 0.09, -0.28], [-0.10, -0.26, -0.97], [0.67, -0.54, 0.14], [-0.60, -0.98, 0.13], [-0.50, -0.46, -0.93], [-0.93, 0.10, 1.00], [0.28, -0.12, -0.38], [0.42, -1.07, 0.83], [0.43, 0.04, 0.40], [-0.64, 0.27, -0.34], [0.11, 0.35, 0.74], [0.35, -0.81, 0.39], [0.48, -1.02, 0.13], [0.16, 0.36, -0.25], [-1.07, 0.56, -0.06], [-0.13, 1.20, 0.17], [1.47, -1.06, 0.00], [0.09, -0.54, 0.91], [0.10, 0.28, -0.26], [-0.10, 0.15, -0.54], [-0.50, -0.84, 0.03], [-0.27, 0.63, -1.00], [0.31, 0.51, -0.28], [-0.85, 1.49, -0.06], [0.15, -0.15, 0.09], [-0.33, 0.60, 1.05], [-0.94, -0.45, -0.74], [1.14, 0.12, 0.25], [-0.44, 0.29, -0.77], [-0.39, -0.58, 0.14], [-0.21, -0.18, -0.91], [0.16, 0.24, -0.54], [-2.39, 0.63, 0.44], [-0.14, 0.11, 0.18], [0.80, -0.12, 0.39], [-0.13, 0.48, 0.07], [-0.01, -0.61, 0.24], [0.29, -0.13, -0.19], [0.04, -0.09, -0.03], [-0.04, -0.01, 0.28], [0.13, 0.04, 0.01], [-0.04, -0.18, 0.31], [0.43, -0.15, 0.20], [-0.08, -0.33, -0.38], [0.10, 0.03, 0.05], [0.59, -0.18, -0.61], [-0.04, 0.01, -0.04], [0.05, 0.13, -0.11], [-0.36, -0.23, 0.16], [0.44, -0.19, 0.44], [0.03, -0.04, -0.19], [0.00, 0.43, 0.08], [-0.12, -0.26, -0.13], [0.12, -0.08, 0.26], [0.12, -0.10, 0.23], [0.37, 0.02, 0.15], [0.02, -0.02, -0.11], [0.19, 0.02, 0.34], [-0.26, -0.34, -0.30], [-0.18, -0.35, 0.06], [-0.12, 0.00, -0.02], [0.05, 0.23, 0.39], [-0.07, -0.21, -0.03], [-0.05, 0.07, -0.10], [-0.06, 0.21, 0.01], [-0.40, 0.11, 0.18], [0.01, -0.12, 0.02], [-0.21, 0.17, 0.03], [0.17, 0.37, -0.47], [-0.08, 0.01, -0.11], [0.34, -0.02, -0.43], [0.32, 0.12, -0.05], [0.00, 0.05, 0.01], [-0.10, 0.02, -0.08], [-0.05, 0.60, 0.02], [0.08, 0.36, 0.05], [0.18, 0.17, 0.11], [0.24, 0.22, 0.00], [0.10, 0.06, 0.12], [0.31, 0.16, 0.22], [0.17, 0.30, -0.42], [0.45, -0.43, -0.11], [-0.12, -0.44, 0.20], [0.07, -0.15, 0.03], [0.01, -0.04, -0.17], [0.27, -0.48, 0.08], [0.06, 0.01, 0.23], [-0.09, 0.02, -0.25], [0.28, 0.03, 0.00], [0.14, -0.11, 0.07], [0.79, -0.08, -0.17], [0.12, -0.20, -0.28], [-0.07, 0.29, 0.48], [0.20, 0.61, 0.04], [0.02, 0.05, -0.05], [0.23, -0.22, -0.18], [0.64, 0.35, 0.07], [0.32, 0.06, 0.05], [-0.02, 0.08, 0.03], [-0.09, 0.16, -0.18], [-0.15, 0.51, -0.07], [-0.18, -0.03, 0.04], [0.05, 0.03, 0.05], [0.47, 0.29, 0.01], [-0.26, 0.27, 0.13], [-0.01, -0.21, 0.20], [0.31, 0.10, 0.44], [-0.13, 0.05, 0.28], [0.05, 0.18, -0.04], [0.15, 0.19, 0.29], [0.23, -0.29, -0.15], [-0.16, -0.26, 0.02], [0.03, 0.06, -0.15], [0.26, 0.11, 0.20], [-0.35, -0.06, -0.36], [0.28, -0.59, 0.22], [0.43, -0.32, -0.27], [-0.51, 0.21, -0.01], [-0.09, 0.39, -0.30], [0.18, 0.19, -0.04], [-0.03, 0.04, -0.14], [0.34, 0.20, -0.03], [0.04, 0.07, 0.16], [0.06, 0.10, 0.00], [0.27, -0.16, 0.10]],
  "lowdin_charge": [0.3172, 0.3326, 0.3204, 0.3303, -0.1889, -0.2081, -0.2191, -0.0074, -0.0240, -0.2190, -0.2214, 0.0045, -0.2105, -0.2162, -0.2199, -0.0100, 0.0999, 0.0902, -0.0223, -0.2129, -0.2036, -0.2078, -0.2086, -0.2042, -0.1941, 0.1077, -0.2158, -0.0169, 0.1020, 0.1005, 0.1094, -0.0049, 0.0918, -0.1974, -0.0553, -0.0848, -0.5308, -0.0835, 0.0292, 0.0279, 0.0271, -0.1860, -0.5339, -0.5211, -0.2181, -0.0766, 0.0274, -0.0702, -0.0724, -0.5375, -0.0609, -0.0869, 0.0273, -0.0514, -0.5610, -0.2323, -0.0601, -0.2227, -0.1908, -0.2247, -0.5438, -0.0784, -0.5558, -0.0638, 0.0341, -0.0771, -0.0645, -0.0915, -0.1054, -0.2170, -0.0430, 0.0386, -0.0786, -0.1032, 0.0719, 0.0786, 0.0726, 0.0638, 0.0818, 0.0931, 0.0758, 0.0848, 0.0772, 0.1248, 0.0683, 0.0790, 0.0712, 0.1230, 0.0928, 0.0924, 0.0935, 0.0826, 0.0860, 0.0718, 0.0902, 0.0762, 0.0851, 0.0574, 0.0750, 0.0561, 0.0828, 0.1168, 0.0713, 0.0899, 0.0804, 0.0866, 0.1231, 0.0757, 0.0634, 0.0803, 0.0847, 0.0807, 0.0950, 0.1300, 0.0931, 0.0748, 0.0894, 0.0974, 0.0780, 0.1209, 0.0521, 0.1204, 0.0860, 0.0536, 0.1187, 0.0607, 0.0814, 0.0877, 0.0897, 0.1149, 0.0567, 0.0823, 0.0784, 0.0906, 0.1252, 0.0706, 0.0689, 0.0915, 0.0666, 0.1191, 0.0799, 0.0706, 0.0715, 0.0781, 0.0926, 0.0837, 0.0630, 0.0934, 0.0885, 0.0889, 0.0795, 0.0806, 0.0933, 0.0675, 0.1164, 0.0741, 0.0629, 0.0987, 0.1066, 0.0944, 0.0912, 0.0827, 0.0935, 0.0939, 0.0895, 0.1088]
}